Record 1
Entry from OMol25: C20H20BClFI2N2O8P as an isolated structure at a distorted geometry (ωB97M-V/def2-TZVPD).

Geometry (Å):
C: 6.5324 0.8363 -0.3652
C: 5.1904 1.0699 0.3950
C: 4.5166 2.3822 0.5273
C: 3.2361 2.5237 1.2357
C: 2.5356 1.3752 1.8605
C: 1.1593 1.5475 2.6105
C: -0.1236 1.3785 1.6730
B: -0.9595 2.7368 2.0380
O: -1.2696 3.7445 1.1098
O: -1.3658 2.9532 3.3817
O: 0.4097 1.7593 0.3536
C: -0.5076 1.2517 -0.5803
O: -0.8564 1.8176 -1.5623
C: -0.8308 -0.1805 0.0011
I: 0.9860 -1.2653 -0.6673
P: -2.2143 -1.1766 -0.8563
O: -1.4498 -2.1982 -1.9916
Cl: -3.4521 0.0566 -2.0032
C: -0.9232 0.0245 1.6035
C: -2.4344 -0.0192 2.0656
C: -2.6686 0.1935 3.5983
O: -2.0122 -0.2397 4.4852
I: -4.4413 1.3760 4.1322
C: -0.3352 -1.3126 2.1761
O: 0.5676 -1.4261 2.9574
N: -1.0062 -2.5942 1.7650
C: -1.2849 -3.4116 2.9278
O: -0.4931 -4.1244 3.4463
F: -2.5649 -3.4043 3.4358
C: 3.2367 0.0854 1.7604
C: 4.5252 -0.0645 1.0435
H: 7.3995 0.9438 0.3480
H: 6.6274 1.5250 -1.2444
H: 6.5159 -0.2292 -0.7409
H: 5.0266 3.2569 0.0583
H: 2.8221 3.5680 1.2697
H: 1.1223 0.9395 3.5569
H: 1.1785 2.6226 2.9683
H: -2.1782 4.0679 1.2493
H: -1.6144 3.8906 3.4975
H: -1.9417 -3.0401 -1.8904
H: -3.0017 0.7785 1.4947
H: -2.9621 -0.9838 1.7963
H: -0.2677 -3.1186 1.2737
H: 2.8351 -0.8482 2.2179
H: 4.9905 -1.0818 0.9732
N: -2.3839 -1.6145 -4.9032
C: -3.0469 -2.7469 -5.2899
C: -3.4271 -2.5897 -6.5988
C: -2.9706 -1.3151 -7.0193
C: -2.3285 -0.7391 -5.9521
H: -1.9964 -1.4519 -3.9887
H: -3.1923 -3.5648 -4.6018
H: -3.9714 -3.3107 -7.1886
H: -3.0975 -0.8703 -7.9940
H: -1.8395 0.2164 -5.8489

Properties
- HOMO-LUMO gap: 0.254 Eh
- HOMO level: -0.2985 hartree

=====

Record 2
Entry from OMol25: C20H20BN4O5STb as an isolated structure at a distorted geometry (ωB97M-V/def2-TZVPD).

Geometry (Å):
Tb: -0.4485 -0.1129 -0.3317
O: -1.6909 -0.6325 -2.3251
S: 0.5260 -1.7244 -3.0726
O: 1.6632 -1.7131 -3.9677
N: 0.8114 -1.7093 -1.5249
C: 1.6547 -2.6392 -0.8920
C: 2.0327 -3.8562 -1.3989
C: 2.8742 -4.7210 -0.6672
C: 3.3505 -4.3626 0.5561
C: 3.0071 -3.0988 1.0929
C: 3.5197 -2.6409 2.3276
C: 3.2036 -1.3951 2.7683
C: 2.3400 -0.6055 1.9879
N: 1.8095 -0.9911 0.8544
C: 2.1525 -2.2373 0.3810
C: -0.4787 -3.1163 -3.4641
C: -0.3652 -3.6552 -4.7412
C: -1.1869 -4.7179 -5.0876
C: -2.1018 -5.2164 -4.1681
C: -2.1993 -4.6676 -2.8956
C: -1.3868 -3.6061 -2.5317
H: 1.6926 -4.1577 -2.3806
H: 3.1424 -5.6788 -1.0944
H: 3.9995 -5.0194 1.1226
H: 4.1693 -3.2899 2.9042
H: 3.5810 -1.0062 3.7042
H: 2.0749 0.3777 2.3434
H: 0.3622 -3.2499 -5.4331
H: -1.1129 -5.1562 -6.0753
H: -2.7448 -6.0431 -4.4451
H: -2.9091 -5.0666 -2.1827
H: -1.4407 -3.1831 -1.5385
N: 0.1537 1.7833 1.7221
C: -0.6025 3.0606 1.6137
C: -2.0286 2.7793 1.1514
C: -1.8925 1.7900 0.0334
O: -0.9565 1.9605 -0.8138
O: -2.5082 0.6918 0.0813
H: -0.1641 1.2595 2.5369
H: 1.1229 2.0146 1.9010
H: -0.1039 3.6683 0.8636
H: -0.6057 3.6094 2.5556
H: -2.5153 3.6943 0.8110
H: -2.6301 2.3276 1.9391
O: -1.6166 -0.2492 -3.7512
C: -0.4685 -0.1319 -2.9767
B: -0.9997 -0.8764 3.4050
C: -1.1595 -1.4081 1.9242
N: -1.2965 -1.8596 0.8657
H: -1.9115 -0.0972 3.6122
H: -1.0687 -1.8751 4.0894
H: 0.0901 -0.3548 3.5384

Properties
- Spin multiplicity: 7
- <S²>: 12.679
- HOMO-LUMO gap (alpha / beta): 0.302 / 0.303 Eh
- HOMO level (alpha / beta): -0.3152 / -0.3153 hartree

=====

Record 3
Entry from OMol25: C20H20Br2IrN3O2 as an isolated structure (ωB97M-V/def2-TZVPD).

Geometry (Å):
Ir: -0.1146 0.0642 -0.5382
C: 3.2947 -0.6238 -2.7467
C: 2.0132 0.0943 -2.4754
O: 1.0063 -0.6713 -2.0269
C: 1.8473 1.4788 -2.7275
C: 2.8410 2.2146 -3.4172
C: 2.6943 3.5591 -3.6989
C: 1.5468 4.2340 -3.2983
C: 0.5645 3.5438 -2.5956
C: 0.6987 2.2029 -2.3058
O: -0.3094 1.6500 -1.5727
H: 3.2629 -1.5949 -2.2533
H: 4.1570 -0.0657 -2.3750
H: 3.4577 -0.7993 -3.8169
H: 3.7305 1.7010 -3.7567
H: 3.4763 4.0834 -4.2332
H: 1.4180 5.2845 -3.5222
H: -0.3334 4.0412 -2.2493
Br: -4.1401 0.1140 -1.1577
C: -4.3798 1.8391 -0.3421
Br: -3.6391 3.2828 -1.3694
H: -3.8826 1.8174 0.6211
H: -5.4436 2.0087 -0.2462
N: 2.8512 -4.6326 1.9864
C: 2.0008 -3.6909 1.5034
C: 1.6716 -2.5534 2.2513
C: 0.8482 -1.6040 1.7026
N: 0.3374 -1.7034 0.4621
C: 0.6408 -2.8029 -0.2554
C: 1.4376 -3.8072 0.2240
H: 3.1240 -4.6040 2.9524
H: 2.9296 -5.5180 1.5193
H: 2.0557 -2.4146 3.2527
H: 0.5516 -0.7289 2.2655
H: 0.2147 -2.8555 -1.2461
H: 1.6396 -4.6698 -0.3966
N: -1.1962 0.6188 0.8547
C: -1.9956 0.3870 1.9141
C: -2.2037 1.3971 2.8765
C: -3.0480 1.1783 3.9479
C: -3.7014 -0.0425 4.0966
C: -3.4973 -1.0500 3.1581
C: -2.6595 -0.8476 2.0781
H: -1.6895 2.3409 2.7473
H: -3.2010 1.9639 4.6767
H: -4.3651 -0.2058 4.9349
H: -4.0072 -1.9989 3.2665
H: -2.5047 -1.6151 1.3313

Properties
- Spin multiplicity: 5
- <S²>: 6.067
- HOMO-LUMO gap (alpha / beta): 0.198 / 0.242 Eh
- HOMO level (alpha / beta): -0.1895 / -0.2839 hartree

=====

Record 4
Entry from OMol25: C20H20Br2N4O4PmS as an isolated structure at a distorted geometry (ωB97M-V/def2-TZVPD).

Geometry (Å):
Pm: 1.0981 -0.4095 0.1897
N: 3.6574 0.3993 -0.4380
C: 4.9393 -0.1851 0.0269
C: 5.2608 -1.4726 -0.8289
C: 4.3411 -2.6786 -0.5562
N: 2.9388 -2.3506 -0.6597
H: 3.8073 0.5269 -1.4457
H: 3.4375 1.2793 0.0174
H: 4.8486 -0.4225 1.1037
H: 5.7640 0.4990 -0.0425
H: 6.3297 -1.7412 -0.7182
H: 5.1920 -1.1636 -1.8822
H: 4.5484 -3.1121 0.4453
H: 4.6590 -3.5397 -1.1605
H: 2.3999 -3.1625 -0.3742
H: 2.7847 -2.2665 -1.6447
C: -3.5794 0.8336 0.4855
C: -2.7565 2.0601 0.3118
C: -3.4377 3.2915 0.1258
C: -2.7250 4.4628 0.1711
C: -1.3183 4.3612 0.2339
C: -0.5586 5.5750 0.2389
Br: -1.4190 7.2175 0.3205
C: 0.7949 5.5011 0.2772
C: 1.4613 4.2288 0.3425
Br: 3.2958 4.3709 0.4347
C: 0.7408 2.9950 0.4424
O: 1.3594 1.8453 0.6325
C: -0.6883 3.0951 0.3258
N: -1.4231 1.9549 0.3605
H: -4.6212 1.1478 0.3813
H: -3.4145 0.4086 1.4929
H: -3.3557 0.1169 -0.3090
H: -4.5433 3.2761 -0.0151
H: -3.2131 5.4229 0.1314
H: 1.3981 6.4160 0.3124
O: -0.7157 -0.8461 -1.5332
C: -0.8686 -1.9992 -1.0322
N: 0.2204 -2.7287 -0.5586
S: -0.3179 -3.2120 0.9576
O: 0.0309 -2.0350 1.8025
O: 0.1648 -4.4910 1.3253
C: -1.9991 -3.3543 0.4503
C: -2.9518 -4.1282 1.0416
C: -4.2375 -3.9997 0.5899
C: -4.5553 -3.0711 -0.4016
C: -3.5443 -2.3874 -1.0474
C: -2.2053 -2.5184 -0.6090
H: -2.6190 -4.8616 1.7291
H: -5.0302 -4.5466 1.0892
H: -5.5978 -2.9157 -0.6847
H: -3.7767 -1.6861 -1.8480

Properties
- Spin multiplicity: 5
- Charge: +1
- <S²>: 6.005
- HOMO-LUMO gap (alpha / beta): 0.232 / 0.234 Eh
- HOMO level (alpha / beta): -0.3693 / -0.3695 hartree

=====

Calculated relative energy (zero: lowest compared OMol25 entry of this formula, charge and spin) (kJ/mol), listed in the same order as above: 320.3, 428.1, 28.0, 79.6
Calculated electronic energy (hartree), listed in the same order as above: -3007.24317, -2616.77819, -6341.12352, -7448.59112